Entry 1:
A molecular structure, C9H13ClCoN3O4S3Sb. Source: OMol25; level of theory: wB97M-V/def2-TZVPD.

Computed properties:
LUMO (spin up / spin down) = -0.0098 / -0.0674 Ha
HOMO energy (spin up / spin down) = -7.9507 / -7.9075 eV
⟨S²⟩ = 0.756
E_tot = -4093.826839 Ha
orbital gap (spin up / spin down) = 7.68 / 6.07 eV
spin multiplicity = 2
charge = 0
max |F| = 0.93 eV Å⁻¹

XYZ file:
```
35
Properties=species:S:1:pos:R:3:forces:R:3
Co 1.12828 0.81646 0.83021 -0.11 -0.80 -0.47
S 0.48393 4.18987 -1.68326 -0.11 -0.02 -0.10
Sb 2.05782 3.78926 0.03167 0.11 0.09 0.02
S 0.72081 2.77531 1.74224 -0.07 0.09 0.06
S 2.80850 1.57105 -0.41592 0.24 0.17 0.17
Cl -6.82417 0.22235 -1.31318 0.03 0.00 0.00
C -5.14582 0.28554 -0.87047 -0.05 0.00 -0.01
C -4.24860 0.92529 -1.71168 0.02 0.00 0.00
C -2.91191 0.97227 -1.35426 0.00 0.01 -0.02
C -2.48837 0.38481 -0.16787 0.06 -0.07 0.00
C -3.40154 -0.24776 0.66728 0.00 -0.01 0.02
C -4.73952 -0.30249 0.31792 0.01 0.00 0.00
C -1.06011 0.44832 0.21278 0.02 0.02 0.09
O -0.64246 -0.00398 1.32454 -0.06 0.38 -0.11
O -0.20555 0.98474 -0.56642 -0.24 0.07 0.17
H -4.59829 1.38137 -2.62707 0.00 0.00 0.00
H -2.18787 1.47175 -1.98410 0.00 0.00 0.00
H -3.05304 -0.68997 1.59080 0.00 0.00 0.00
H -5.46508 -0.78908 0.95448 0.01 0.00 0.00
N 3.20025 0.94196 2.87203 0.02 -0.15 0.01
N 2.05113 0.21025 2.42447 0.28 0.04 0.16
H 3.46433 0.60280 3.79045 -0.04 0.08 0.07
H 2.90236 1.90905 2.94518 0.02 0.06 -0.04
H 1.32033 0.18260 3.13514 -0.04 -0.02 -0.02
H 2.35254 -0.74884 2.24406 0.01 0.00 -0.05
N 2.33440 -1.90708 -2.41939 0.10 0.05 0.02
C 2.78987 -2.71560 -1.29550 -0.08 -0.01 -0.04
C 2.38862 -2.05059 0.00921 0.26 0.09 0.16
O 2.80893 -2.34689 1.09495 -0.09 -0.03 -0.09
O 1.50493 -1.05779 -0.16186 -0.21 -0.08 0.02
H 2.12631 -2.45837 -3.23874 -0.04 0.00 0.02
H 3.00792 -1.19357 -2.67407 0.00 -0.02 0.00
H 1.37048 -0.96442 -1.14040 -0.04 0.05 -0.05
H 3.86351 -2.90484 -1.25147 0.00 0.02 0.00
H 2.28709 -3.68379 -1.31177 0.03 -0.02 -0.02
```
Positions in Å, forces in eV/Å.



Entry 2:
C9H13F2N3 in the gas phase in a non-equilibrium geometry. Source: OMol25; level of theory: wB97M-V/def2-TZVPD.

Computed properties:
SMILES string = CN[C@@](C)(c1nccnc1C)C(F)F
LUMO = 0.0276 Ha
HOMO energy = -8.4928 eV
E_tot = -714.672944 Ha
orbital gap = 9.24 eV
spin multiplicity = 1
charge = 0
max |F| = 3.70 eV Å⁻¹

XYZ file:
```
27
Properties=species:S:1:pos:R:3:forces:R:3
C 0.80856 2.28029 -2.60004 -0.48 -1.11 -1.28
C 0.73586 0.94147 -3.00586 0.29 0.35 1.74
C 0.61483 1.60949 -0.37644 0.59 0.45 -1.43
C 0.67167 0.31986 -0.81928 -0.10 -2.97 2.21
C 0.61398 2.02897 1.03260 1.10 0.13 -0.76
C 0.54178 -2.23858 -0.48710 -3.14 0.23 1.70
C -1.82347 -0.45331 0.73218 -1.52 0.45 -0.28
C 1.91596 -0.97511 1.13475 -1.27 0.02 -1.56
C 0.59437 -0.88952 0.35751 1.25 -0.75 -3.15
N 0.66629 2.54450 -1.31925 0.56 2.20 0.03
N 0.69226 -0.01899 -2.09919 -0.12 -0.26 0.78
N -0.49766 -0.64582 1.21293 1.05 1.07 -1.17
F 2.89768 -0.98485 0.17547 0.23 -0.51 0.95
F 1.91222 -2.11965 1.89928 0.51 0.59 -0.45
H 0.94942 3.03566 -3.41800 -0.29 -0.22 1.38
H 0.73025 0.54747 -3.97102 0.12 0.11 -1.80
H -0.29877 1.90468 1.45172 -3.01 -0.84 1.34
H 1.31077 1.53809 1.66651 0.63 -0.36 0.27
H 0.74692 3.05767 1.11047 0.75 1.91 -0.20
H 0.31771 -3.21983 0.05315 -0.31 1.72 -0.13
H 1.38226 -2.50299 -1.01385 2.19 0.18 -1.40
H -0.24209 -1.92631 -1.19249 0.10 -1.17 -0.07
H -2.36123 -1.36073 0.80074 -0.93 -1.27 0.22
H -2.42297 0.27190 1.34313 0.74 -0.25 -0.55
H -1.98810 -0.22312 -0.36516 1.07 0.26 1.23
H 2.04910 -0.12462 1.74917 0.64 0.51 1.01
H -0.28874 -0.92604 2.12706 -0.65 -0.47 1.38
```
Positions in Å, forces in eV/Å.



Entry 3:
2 unconnected molecules or ions with the total composition C9H13FIN2O3 in a non-equilibrium geometry. Source: OMol25; level of theory: wB97M-V/def2-TZVPD.

Computed properties:
LUMO = -0.1326 Ha
HOMO energy = -12.7769 eV
E_tot = -1083.297816 Ha
orbital gap = 9.17 eV
spin multiplicity = 1
charge = +1
max |F| = 1.15 eV Å⁻¹
relative energy (zero: lowest compared OMol25 entry of this formula, charge and spin) = 4.1 kcal per mole

XYZ file:
```
29
Properties=species:S:1:pos:R:3:forces:R:3
O 0.62493 2.09766 -0.64103 0.70 0.59 0.26
C -0.12137 1.72094 -1.46499 -0.36 0.13 1.01
F -0.01427 2.11183 -2.71699 -0.47 -0.15 -0.72
C -1.23892 0.75063 -1.11797 0.26 -0.05 -0.65
N -2.59565 1.31121 -1.14819 0.20 -0.75 -0.34
C -3.63210 0.52606 -1.64547 -0.33 1.04 0.38
C -4.75485 1.26857 -1.51577 0.08 -0.92 -0.38
N -4.39698 2.46329 -0.95839 -0.03 -0.06 -0.01
C -3.07842 2.48266 -0.72881 0.23 0.20 0.21
I -2.04986 4.03712 0.15338 -0.29 -0.21 -0.13
H -0.98803 0.28163 -0.16648 -0.20 0.21 0.28
H -1.22162 -0.03376 -1.86972 -0.12 -0.10 -0.10
H -3.49932 -0.46470 -2.02768 0.18 -0.14 -0.04
H -5.74772 0.97631 -1.79724 -0.24 0.32 0.08
H -5.05151 3.20105 -0.75215 0.16 0.22 0.11
O -0.04232 -1.25432 1.44409 -0.08 -0.05 -0.14
C 1.13794 -1.40164 1.22153 0.00 0.29 0.15
O 1.76784 -2.46018 1.72025 -0.23 -0.26 0.01
C 3.11776 -2.81095 1.37920 0.35 0.05 0.03
C 4.12417 -2.06038 2.22442 -0.11 0.16 0.06
C 1.88799 -0.34973 0.44506 0.50 -0.65 -0.13
H 3.28993 -2.68016 0.31010 -0.05 0.08 0.00
H 3.19247 -3.87740 1.57905 -0.16 -0.01 0.03
H 4.06398 -0.98346 2.06414 0.05 -0.01 -0.07
H 5.13644 -2.38631 1.98775 -0.01 -0.02 -0.01
H 3.93576 -2.24027 3.28235 0.02 -0.08 -0.01
H 2.16494 0.46330 1.11293 -0.04 0.03 0.00
H 1.21427 0.01954 -0.30002 -0.10 0.15 -0.09
H 2.77451 -0.70853 -0.07337 0.09 0.00 0.18
```
Positions in Å, forces in eV/Å.



Entry 4:
A molecular structure, C9H13FIO2S in a non-equilibrium geometry. Source: OMol25; level of theory: wB97M-V/def2-TZVPD.

Computed properties:
LUMO = 0.1014 Ha
HOMO energy = -4.7704 eV
E_tot = -1296.901225 Ha
orbital gap = 7.53 eV
spin multiplicity = 1
charge = -1
max |F| = 4.61 eV Å⁻¹
relative energy (zero: lowest compared OMol25 entry of this formula, charge and spin) = 21.0 kcal per mole

XYZ file:
```
27
Properties=species:S:1:pos:R:3:forces:R:3
C -1.00139 0.41485 -2.23530 0.71 2.05 -0.72
C -0.30620 -0.87603 -2.06776 -0.19 -1.52 1.37
C -2.03354 -0.71989 -0.43258 2.44 -0.19 0.91
C -0.53602 1.11247 0.02450 -2.15 3.85 1.35
C -1.72214 0.65364 -0.93123 -0.63 1.30 -0.03
C -0.51522 -1.16235 -0.53428 -1.37 0.70 -2.18
C 0.28954 -0.09602 0.18574 2.57 -1.37 -0.18
C 0.70253 -0.61998 1.62603 -1.43 -1.87 -2.23
C 1.51554 0.31676 2.35383 -0.22 1.95 1.86
O 3.65031 -0.39945 1.40994 0.27 0.05 0.06
O 2.93143 1.72564 0.44524 -0.03 0.48 -0.38
F 0.06093 1.53371 2.85084 2.14 -1.48 -0.57
S 3.26192 1.00848 1.67039 -0.69 -0.51 -0.08
I 1.96853 -0.24693 4.34418 -0.15 -0.06 0.07
H -0.37797 1.33059 -2.41876 -0.07 -1.01 0.01
H -1.59097 0.33700 -3.10921 -1.33 0.15 -0.81
H -0.70318 -1.60715 -2.77052 -0.20 -0.41 0.34
H 0.70703 -0.80768 -2.24780 2.35 0.04 -0.54
H -2.30533 -0.77699 0.59882 -0.69 0.17 0.70
H -2.69835 -1.24162 -1.06509 -0.69 -0.92 -0.65
H -0.00848 1.90069 -0.52551 0.12 -0.09 0.33
H -0.78816 1.63103 1.07270 0.13 -1.46 -2.32
H -2.61170 1.25613 -1.25474 0.70 0.20 1.42
H -0.23387 -2.10392 -0.18688 0.14 -1.91 0.24
H 1.31662 -0.01165 -0.40341 -1.95 0.02 1.44
H -0.10806 -0.92692 2.31387 -0.20 0.37 -0.67
H 1.13618 -1.62441 1.28701 0.43 1.49 1.24
```
Positions in Å, forces in eV/Å.



Entry 5:
2 unconnected molecules or ions with the total composition C9H13FNP in a non-equilibrium geometry. Source: OMol25; level of theory: wB97M-V/def2-TZVPD.

Computed properties:
LUMO = 0.0332 Ha
HOMO energy = -8.4228 eV
E_tot = -846.613404 Ha
orbital gap = 9.33 eV
spin multiplicity = 1
charge = 0
max |F| = 3.89 eV Å⁻¹
relative energy (zero: lowest compared OMol25 entry of this formula, charge and spin) = 10.4 kcal per mole

XYZ file:
```
25
Properties=species:S:1:pos:R:3:forces:R:3
C -3.47792 0.42622 0.23286 0.06 0.05 0.09
C -2.98024 -0.54348 -0.62556 0.41 -0.21 -0.07
C -2.62055 1.01720 1.14822 -0.50 0.11 -0.03
C -1.63894 -0.87226 -0.51360 -0.63 0.30 0.11
C -0.87676 -0.21100 0.42644 3.75 -0.71 -0.74
C 1.43557 1.36013 -1.35240 0.05 -0.17 0.03
C 1.73869 0.41860 1.50008 -0.04 -0.18 -0.02
C 1.75628 -0.09349 -1.02167 -0.05 0.19 -0.12
C 1.36533 -0.49673 0.36746 -3.55 0.47 0.43
N -1.33198 0.70613 1.22079 0.33 0.04 0.19
F -1.10180 -1.79652 -1.33221 -0.02 0.11 0.10
P 1.31017 -2.25783 0.82864 0.07 -0.03 0.30
H -4.51357 0.72419 0.17716 -0.07 0.03 0.04
H -3.59232 -1.02645 -1.37272 -0.10 -0.03 -0.04
H -2.96477 1.77860 1.83450 -0.11 0.05 0.01
H 1.76402 1.59448 -2.36152 0.01 0.09 -0.10
H 1.93364 2.03845 -0.66334 0.02 0.10 0.01
H 0.36212 1.52932 -1.28422 -0.06 0.07 -0.01
H 2.79186 0.70161 1.42433 0.06 0.01 0.00
H 1.13167 1.32502 1.49361 0.02 0.04 0.00
H 1.57843 -0.07969 2.45752 0.03 0.11 0.01
H 2.84111 -0.24949 -1.11192 -0.03 -0.10 0.01
H 1.27398 -0.75007 -1.74977 0.11 -0.03 0.08
H 2.69633 -2.48636 0.73466 0.42 -0.09 0.09
H 1.11965 -2.75657 -0.45736 -0.17 -0.22 -0.39
```
Positions in Å, forces in eV/Å.



Entry 6:
A gas-phase ion, C9H13INS (charge +1) in a non-equilibrium geometry. Source: OMol25; level of theory: wB97M-V/def2-TZVPD.

Computed properties:
LUMO (spin up / spin down) = -0.1369 / -0.2798 Ha
HOMO energy (spin up / spin down) = -9.5672 / -12.6670 eV
⟨S²⟩ = 2.011
E_tot = -1101.027161 Ha
orbital gap (spin up / spin down) = 5.84 / 5.05 eV
spin multiplicity = 3
charge = +1
max |F| = 2.36 eV Å⁻¹
relative energy (zero: lowest compared OMol25 entry of this formula, charge and spin) = 0.0 kcal per mole

XYZ file:
```
25
Properties=species:S:1:pos:R:3:forces:R:3
C -1.74016 -0.61603 1.08021 -1.29 0.83 1.12
C -1.23610 0.67854 1.07049 -0.48 -0.90 0.20
C -1.09254 -1.59527 0.36222 0.86 -0.58 -0.70
C -0.07403 0.97094 0.38162 0.03 2.11 0.13
C 0.08223 -1.28809 -0.32445 -0.73 -2.23 -0.28
C -0.58966 3.45938 0.47211 0.12 0.06 0.13
C 1.86505 0.23666 -0.90499 0.45 0.19 -0.36
C 0.02446 -3.99624 -1.07328 0.09 0.29 -0.04
C 0.45649 2.36632 0.34862 -0.20 -0.51 -0.15
N 0.59165 -0.02602 -0.26565 1.88 0.26 -0.54
S 0.93510 -2.45108 -1.29749 -0.56 0.30 0.48
I 1.90869 2.51716 2.02093 -0.22 -0.01 -0.24
H -2.63856 -0.84615 1.63010 -0.02 0.00 -0.01
H -1.75080 1.45704 1.60557 0.01 0.15 0.05
H -1.49041 -2.59413 0.33338 0.00 -0.12 -0.06
H -1.06645 3.47814 1.44795 -0.03 0.01 0.06
H -1.35312 3.32631 -0.29321 -0.05 -0.01 -0.07
H -0.11819 4.42718 0.31816 0.01 0.02 0.04
H 2.45134 0.94346 -0.32030 -0.04 -0.10 -0.04
H 2.44103 -0.68581 -0.96997 0.05 0.22 0.09
H 1.72104 0.62105 -1.91672 0.06 0.06 -0.04
H 0.57845 -4.72691 -1.65759 0.04 0.02 -0.02
H -0.98245 -3.90788 -1.46971 -0.06 -0.01 0.00
H 0.03098 -4.29093 -0.02842 -0.03 -0.01 0.05
H 1.04594 2.54236 -0.54954 0.10 -0.06 0.20
```
Positions in Å, forces in eV/Å.



Entry 7:
C9H13N in the gas phase in a non-equilibrium geometry. Source: OMol25; level of theory: wB97M-V/def2-TZVPD.

Computed properties:
LUMO = -0.0118 Ha
HOMO energy = -7.6735 eV
E_tot = -405.184660 Ha
orbital gap = 7.35 eV
spin multiplicity = 1
charge = 0
max |F| = 5.18 eV Å⁻¹
relative energy (zero: lowest compared OMol25 entry of this formula, charge and spin) = 153.1 kcal per mole

XYZ file:
```
23
Properties=species:S:1:pos:R:3:forces:R:3
C -0.35039 0.00585 -1.97748 1.79 -0.61 2.80
C -0.87662 0.78056 -0.92980 0.85 0.70 -1.54
C 1.29918 -0.65178 -0.68148 -2.90 1.00 -2.35
C -0.27217 0.76326 0.37005 -1.68 -0.86 -2.24
C 1.07692 -1.36136 0.57213 -1.26 -1.39 1.70
C -2.06073 1.71424 -1.25967 3.67 0.47 1.15
C 2.69239 -0.65706 -1.24758 -3.75 -0.62 2.63
C -1.04108 1.25799 1.51070 1.28 3.22 1.93
C -0.18776 -2.00119 1.13439 0.50 2.41 -4.30
N 0.89131 0.12553 0.47147 2.00 0.70 0.73
H 1.89654 -1.90650 1.10391 0.21 1.51 -0.40
H -1.95982 2.73968 -0.97272 0.62 0.71 1.18
H -2.90445 1.38210 -0.85141 -3.65 -1.46 1.74
H -2.24041 1.91678 -2.23942 -0.18 -0.58 -3.29
H 2.70115 -1.44775 -1.85610 0.17 -3.13 -2.67
H 3.38193 -0.82846 -0.53398 2.49 -0.47 2.72
H 2.92836 0.14658 -1.75130 1.02 4.33 -2.66
H -0.85315 2.46466 1.64505 -0.04 -2.85 -0.35
H -0.58362 0.77529 2.38521 -0.62 0.35 0.19
H -2.13425 1.26027 1.49724 0.31 -0.71 -0.40
H -0.25948 -1.77411 2.11300 -0.62 0.94 3.26
H -0.14124 -2.99096 1.01454 0.41 -4.11 -0.23
H -1.00261 -1.71364 0.48324 -0.61 0.45 0.40
```
Positions in Å, forces in eV/Å.



Entry 8:
A gas-phase ion, C9H13N2O (charge +1) in a non-equilibrium geometry. Source: OMol25; level of theory: wB97M-V/def2-TZVPD.

Computed properties:
LUMO (spin up / spin down) = -0.1869 / -0.1518 Ha
HOMO energy (spin up / spin down) = -10.2756 / -12.6449 eV
E_tot = -535.089296 Ha
orbital gap (spin up / spin down) = 5.19 / 8.51 eV
spin multiplicity = 1
charge = +1
max |F| = 3.01 eV Å⁻¹
relative energy (zero: lowest compared OMol25 entry of this formula, charge and spin) = 124.0 kcal per mole

XYZ file:
```
25
Properties=species:S:1:pos:R:3:forces:R:3
C -0.15168 -3.76723 -0.41703 -0.33 -1.34 0.68
C -0.60866 -3.04775 -1.52902 1.54 0.11 2.48
C 0.43174 -3.08086 0.64621 -0.04 1.14 0.55
C -0.37654 -1.69044 -1.54431 0.16 0.03 -0.87
C 0.67325 -1.69026 0.62058 0.78 0.00 -0.70
C 0.37575 -0.97124 -0.55218 -2.07 -2.01 -0.82
C -1.16573 1.77985 1.25956 -1.51 2.21 -1.34
C 1.06395 1.23172 0.33778 1.89 0.54 2.09
C 0.46056 0.42047 -0.72689 -0.78 0.81 1.17
N 0.16198 2.38922 0.83520 -0.31 -1.05 0.89
N 0.30624 1.04426 -1.93715 -0.14 -1.61 -0.86
O -2.13171 2.82251 1.31595 1.85 -1.47 -0.30
H -0.36767 -4.90676 -0.33965 0.53 2.25 -0.09
H -1.10738 -3.67525 -2.18968 -1.05 -0.07 -1.80
H 0.60291 -3.56369 1.58744 0.33 -0.47 0.16
H -0.82105 -1.15856 -2.37708 0.05 0.06 0.02
H 1.19923 -1.09138 1.39012 -0.48 -1.27 -0.06
H -1.05080 1.22227 2.13903 0.12 -1.04 1.11
H 2.13271 1.43361 -0.05383 -1.65 0.99 0.99
H 1.17785 0.77370 1.36113 0.13 -0.39 -1.59
H -0.11261 3.05348 0.14971 0.16 1.10 -0.80
H 0.42669 2.86048 1.73187 0.84 0.04 -1.31
H -0.27591 1.85347 -1.93859 -0.22 0.61 -0.21
H -2.26566 3.15050 2.21905 -0.18 -0.27 -0.01
H 0.01843 0.36927 -2.67302 0.38 1.09 0.62
```
Positions in Å, forces in eV/Å.



Entry 9:
C9H13N2OP in the gas phase in a non-equilibrium geometry. Source: OMol25; level of theory: wB97M-V/def2-TZVPD.

Computed properties:
SMILES string = C=N[P@](C)(=NC)Oc1ccccc1
LUMO = 0.0301 Ha
HOMO energy = -8.4683 eV
E_tot = -876.768687 Ha
orbital gap = 9.29 eV
spin multiplicity = 1
charge = 0
max |F| = 3.77 eV Å⁻¹
relative energy (zero: lowest compared OMol25 entry of this formula, charge and spin) = 27.8 kcal per mole

XYZ file:
```
26
Properties=species:S:1:pos:R:3:forces:R:3
C 3.76111 -0.35021 -0.37050 -1.28 -2.60 -1.53
C 3.55152 0.87225 0.17000 0.98 0.10 0.75
C 2.69612 -1.27030 -0.39360 -0.06 -1.97 -2.55
C 2.32125 1.17464 0.80508 1.71 0.20 -1.31
C 1.47932 -0.94923 0.07262 -3.02 -1.89 1.26
C 1.31914 0.24271 0.69700 -0.50 1.55 1.70
C -1.69665 0.28760 -2.12593 0.98 -0.15 -2.72
C -2.68837 -1.93872 0.44288 -0.49 1.10 -0.52
C -2.26442 1.44949 1.46726 -1.07 1.09 0.61
N -0.90417 0.75056 -0.99139 -1.75 -0.74 1.54
N -1.81454 -1.27286 1.03811 2.29 2.08 -0.63
O 0.10531 0.46903 1.36889 0.67 0.51 -0.20
P -1.22758 0.38170 0.52309 -1.13 -1.15 -1.16
H 4.57718 -0.68849 -0.99489 0.65 0.60 0.47
H 4.49326 1.44306 0.14368 -1.09 0.74 0.36
H 2.58871 -2.21552 -1.03621 1.38 1.23 1.10
H 2.28641 2.18077 1.16614 -0.82 0.18 0.64
H 0.53321 -1.65556 0.13664 2.35 1.27 -0.53
H -1.13747 0.50827 -3.11275 -0.44 0.03 1.55
H -2.73053 0.59191 -2.44343 0.52 0.56 1.34
H -2.62717 -2.99595 0.63407 -0.93 -0.58 -0.07
H -1.74522 -0.79229 -2.20199 -0.01 -0.61 0.37
H -3.42531 -1.42662 -0.21537 0.22 -0.96 -0.03
H -2.36291 1.24056 2.51147 0.09 -1.16 0.73
H -1.77665 2.40920 1.58523 0.02 0.54 -0.84
H -3.31156 1.55399 1.12392 0.74 0.02 -0.34
```
Positions in Å, forces in eV/Å.



Question: Which of these has the highest E_tot?
Answer: C9H13N